No. 1
Formula: C10H14
Source: OMol25
Level of theory: ωB97M-V/def2-TZVPD

XYZ file:
```
24
Properties=species:S:1:pos:R:3:forces:R:3
C 2.666535 -1.436201 -0.624119 -0.1 0.5 -0.7
C 1.683889 -0.634541 -0.249015 -1.0 -2.2 2.1
C 0.404446 -1.235856 0.330723 -2.2 -0.1 -3.4
C -0.813894 -0.213954 0.092940 2.0 -0.6 1.3
C -1.615384 -0.663994 -1.112466 2.3 0.0 -0.8
C -1.746632 -0.168516 1.320589 -0.3 0.4 -1.4
C -0.121239 1.105177 -0.105819 4.1 -2.4 0.5
C -0.633698 2.215646 -0.533594 1.0 1.7 -0.7
C 1.624773 0.747660 0.108281 -5.4 1.2 -2.3
C 2.469151 1.631273 0.519428 -0.3 2.3 1.3
H 2.634341 -2.489209 -0.790671 -0.7 -0.6 0.3
H 3.567410 -1.046482 -0.973926 1.6 0.9 -0.3
H 0.062336 -2.161975 -0.236225 0.9 0.7 1.1
H 0.505030 -1.407272 1.354183 0.3 -0.5 1.7
H -2.450883 -0.018559 -1.047136 -1.5 0.1 -0.8
H -1.768431 -1.761219 -1.057975 -0.6 0.8 -0.1
H -0.992955 -0.443045 -2.030084 -0.9 -0.3 0.7
H -1.149550 -0.234035 2.227802 -0.3 0.1 0.2
H -2.346202 -1.094876 1.124873 -0.2 1.0 1.1
H -2.312058 0.839875 1.255238 0.4 -2.0 0.4
H -1.709736 2.281701 -0.644034 0.1 0.5 -0.2
H 0.100995 2.999210 -0.859160 -1.3 -0.3 0.5
H 2.129555 2.663278 0.806642 0.5 -1.1 -0.4
H 3.416112 1.285254 0.805240 1.6 0.0 0.2
```
Positions in Å, forces in eV/Å.

Properties
**Energy relative to the best compared isomer or geometry (same formula, charge and spin)**: 68.9 kcal per mole
**LUMO energy**: 0.7 eV
**Highest occupied orbital energy**: -9.05 eV
**Orbital gap**: 9.79 eV

No. 2
Formula: C19H35AlCaF6NO13PS
Source: OMol25
Level of theory: ωB97M-V/def2-TZVPD

XYZ file:
```
78
Properties=species:S:1:pos:R:3:forces:R:3
C -3.061353 5.456362 -0.998045 -0.1 0.0 0.0
C -2.575678 5.294948 -2.081688 0.7 -0.2 0.4
C -1.715443 4.926490 -3.204967 -0.3 0.1 -0.3
C -1.523612 3.408774 -3.284906 -0.7 0.0 0.2
C -1.062461 2.768352 -1.970631 0.5 -1.1 -0.8
C 0.457859 2.575892 -1.829586 0.8 1.3 -1.0
C 1.410541 3.373112 -2.751507 2.1 -1.8 1.0
O 2.578884 2.681434 -2.943560 -1.2 1.2 0.0
P 2.651011 0.995123 -2.339921 3.5 -2.8 -0.5
C 3.453024 1.679562 -0.784043 -0.5 0.7 -0.1
C 4.060536 0.594805 0.072347 0.3 0.3 -0.5
F 4.914279 1.190292 0.983139 -0.1 0.0 0.2
O 0.972027 1.179330 -1.789998 -2.9 1.0 0.5
H -3.467582 5.601023 -0.028907 -0.2 0.1 0.0
H -2.193159 5.255511 -4.125299 0.2 0.0 -0.2
H -0.761813 5.446637 -3.128067 0.1 0.1 0.0
H -0.889102 3.149630 -4.127907 0.2 0.0 0.0
H -2.501552 2.981768 -3.503608 -0.1 0.0 0.0
H -1.419940 3.290684 -1.084205 -0.2 0.2 -0.1
H -1.514629 1.769658 -1.940194 -0.1 -0.1 0.2
H 0.707989 3.013868 -0.841429 0.2 0.1 0.0
H 0.987288 3.549795 -3.882028 0.1 1.2 -3.0
H 1.684623 4.359049 -2.390353 -0.3 0.3 -0.2
H 3.902099 0.686539 -2.920198 0.1 0.5 0.1
H 2.742392 -0.355964 -1.678263 -1.0 -0.1 -0.4
H 2.060350 0.449106 -3.541323 -0.4 0.3 0.2
H 2.805175 2.340395 -0.197001 0.0 0.0 0.1
H 4.276776 2.304964 -1.122218 0.0 0.1 -0.1
H 4.688241 -0.026224 -0.566924 -0.1 -0.4 0.1
H 3.328368 -0.003399 0.614957 0.0 -0.1 0.1
C -2.314455 -2.526899 0.037677 0.2 0.1 -0.1
C -1.200407 -2.115498 0.999444 0.1 -0.5 -0.4
C -0.870208 -0.729498 0.475001 -1.5 -0.7 2.1
O -2.037788 -0.183138 -0.056219 0.4 0.3 -0.7
C -3.060069 -1.234392 -0.175222 -0.4 -0.3 0.2
H -2.943607 -3.319033 0.430071 -0.1 -0.5 0.1
H -1.883094 -2.879557 -0.922073 -0.1 -0.1 0.1
H -1.569607 -2.059037 2.023347 0.0 0.1 0.0
H -0.343896 -2.791597 0.990724 0.0 0.0 0.1
H -0.113312 -0.740229 -0.354151 0.4 0.1 1.8
H -0.470907 -0.055438 1.291901 -0.4 -1.1 -0.6
H -3.811112 -1.067861 0.595058 0.1 0.1 0.1
H -3.543979 -1.164502 -1.147977 0.1 0.2 -0.1
Al 0.340156 1.282641 0.062438 1.1 1.8 1.6
F 1.114962 3.999545 -5.087174 -0.7 -0.7 1.8
C -4.721913 0.668212 -3.813118 0.1 0.0 0.5
O -5.116463 1.389726 -2.650487 0.0 0.1 -0.2
H -5.364375 0.978382 -4.631000 0.0 0.0 0.0
H -3.679901 0.897042 -4.071193 0.0 -0.1 -0.2
H -4.839437 -0.407761 -3.654231 0.0 0.0 -0.2
H -4.555709 1.122915 -1.918498 -0.1 0.0 0.1
C -2.445182 -7.013222 1.974726 0.2 -0.3 0.0
F -2.196973 -7.253234 3.267685 0.0 0.1 0.1
F -1.365127 -6.346376 1.481396 -0.1 0.2 0.0
F -2.491910 -8.181294 1.350293 -0.1 0.1 -0.1
S -3.981878 -6.029956 1.752711 -0.6 0.7 -0.3
O -3.691744 -4.790274 2.475822 0.4 0.0 -0.1
O -5.023063 -6.837121 2.320283 0.1 -0.2 0.2
O -4.061401 -5.835510 0.313655 0.4 0.1 0.0
N -2.762746 -10.816532 -0.001400 0.0 -0.1 0.0
O -3.452345 -10.199121 -0.819932 0.0 0.0 0.0
O -3.286956 -11.624048 0.768782 0.0 0.0 0.0
O -1.537772 -10.630668 0.033006 0.0 0.0 0.0
Ca 0.178260 -1.270082 -2.121418 0.6 -0.3 -2.0
C 5.083109 1.004424 4.162536 -0.3 -0.2 0.0
C 4.563510 2.166659 4.968240 0.3 -0.3 -0.1
C 5.227221 2.359354 6.315090 0.0 0.1 0.0
O 4.179236 2.960221 7.085513 0.0 -0.1 -0.1
C 2.996806 2.567606 6.553217 -0.1 0.0 0.0
O 1.936724 2.733611 7.055843 -0.1 0.0 0.0
O 3.194141 1.957376 5.354297 0.1 0.1 0.0
H 4.863591 0.059643 4.661544 0.1 0.0 0.1
H 4.597268 0.975072 3.192016 0.1 0.0 -0.1
H 6.158716 1.084868 4.006920 0.0 0.1 0.0
H 4.609034 3.085589 4.376602 0.0 0.1 0.1
H 6.093456 3.014218 6.273306 -0.1 0.1 0.1
H 5.512016 1.415738 6.786031 0.0 -0.1 -0.1
F 3.093990 2.441522 -4.624749 -0.5 -0.1 0.6
```
Positions in Å, forces in eV/Å.

Properties
**LUMO energy**: -5.1 eV
**Highest occupied orbital energy**: -6.53 eV
**Orbital gap**: 1.45 eV

No. 3
Formula: C2H3N4
Source: OMol25
Level of theory: ωB97M-V/def2-TZVPD

XYZ file:
```
9
Properties=species:S:1:pos:R:3:forces:R:3
C -1.881583 -1.506277 0.108463 0.5 -3.4 0.4
C 1.488403 0.097091 0.112251 0.3 -3.5 -0.6
N -2.018703 0.816115 -0.249478 -4.6 -0.1 0.4
N -0.819792 1.020529 -0.263165 4.9 1.9 -0.6
N -2.322140 -0.428771 0.023823 -0.8 2.1 -0.6
N 0.100178 0.226701 -0.210185 0.4 -0.4 0.6
H 1.921819 0.924967 0.676821 -0.3 -0.1 0.1
H 1.446469 -1.006968 0.639584 0.5 2.8 -0.7
H 2.085348 -0.143383 -0.838115 -0.9 0.6 1.1
```
Positions in Å, forces in eV/Å.

Properties
**Net charge**: +1
**Energy relative to the best compared isomer or geometry (same formula, charge and spin)**: 59.6 kcal per mole
**LUMO energy (alpha / beta)**: -6.0 / -9.6 eV
**Spin multiplicity**: 3
**Highest occupied orbital energy (alpha / beta)**: -16.61 / -16.99 eV
**Orbital gap (alpha / beta)**: 10.58 / 7.37 eV

No. 4
Formula: C6H13BF2O5P2
Source: OMol25
Level of theory: ωB97M-V/def2-TZVPD

XYZ file:
```
29
Properties=species:S:1:pos:R:3:forces:R:3
C 3.537834 1.446852 0.423405 0.2 0.1 0.3
C 2.983624 0.291353 1.256543 -0.5 0.2 -0.4
C 2.244681 -0.808678 0.460362 0.3 0.0 0.1
C 2.905803 -1.223756 -0.856409 -0.4 -0.3 0.0
P 0.465007 -0.451875 0.187489 0.2 -0.3 -0.5
P -0.158128 1.687622 0.291523 -1.3 0.4 0.3
O -1.516349 1.800945 0.820421 -0.2 -0.1 0.3
H 3.886365 1.152351 -0.560924 0.1 -0.1 0.0
H 4.383728 1.881772 0.950995 0.1 0.1 0.0
H 2.820884 2.257967 0.301941 -0.1 0.0 -0.1
H 3.772636 -0.189031 1.828199 0.1 0.0 0.0
H 2.276469 0.713587 1.973410 0.2 -0.1 0.3
H 2.240765 -1.697498 1.093982 -0.2 0.0 0.1
H 2.325116 -2.028684 -1.306452 0.0 -0.1 -0.1
H 3.892780 -1.631103 -0.652139 0.2 0.2 -0.1
H 2.953528 -0.425008 -1.590356 0.1 0.1 0.0
H 0.109810 -0.941866 -1.069427 -0.1 0.0 0.1
H -0.286097 -1.152323 1.131515 -0.2 0.1 0.0
H 0.777033 2.277930 1.157927 0.5 -0.1 -0.4
H 0.006848 2.168373 -1.018742 0.5 -0.2 0.0
B -5.487002 -0.013863 -0.572477 -0.8 0.2 0.1
O -5.152045 -1.350534 0.034709 0.3 0.1 -0.1
C -3.881980 -1.597836 -0.129972 -0.2 -0.4 0.3
O -3.271125 -2.569535 0.239670 0.2 0.1 0.0
C -3.256434 -0.415262 -0.881826 -0.1 0.3 -0.1
O -2.079344 -0.351134 -1.185521 0.8 0.1 0.0
O -4.159016 0.470764 -1.124250 0.3 -0.2 0.0
F -5.940121 0.855706 0.391158 0.2 0.0 0.0
F -6.395271 -0.157235 -1.594755 0.1 -0.1 -0.1
```
Positions in Å, forces in eV/Å.

Properties
**LUMO energy**: -1.1 eV
**Highest occupied orbital energy**: -9.35 eV
**Orbital gap**: 8.27 eV

No. 5
Formula: C44H77N11
Source: OMol25
Level of theory: ωB97M-V/def2-TZVPD

XYZ file:
```
132
Properties=species:S:1:pos:R:3:forces:R:3
C -5.979161 4.058358 -0.074314 -0.6 0.5 -0.9
C -5.229702 3.031805 0.715878 -0.9 -1.3 2.2
C -3.732862 2.982367 0.545680 1.2 2.3 -0.1
C -3.341650 2.973046 -0.862837 -0.4 0.0 -0.7
N -3.191235 3.028687 -2.005499 0.3 -0.1 0.5
H -5.518476 5.016353 0.067797 0.2 0.8 0.4
H -7.053313 4.176390 0.158383 0.6 -0.3 0.3
H -5.943380 3.949056 -1.157174 0.1 -0.5 -0.1
H -5.540138 1.994266 0.591427 -0.5 0.1 -0.5
H -5.471642 3.192955 1.816747 0.6 0.0 -1.1
H -3.207560 2.193829 1.034093 -0.1 -0.9 0.4
H -3.261536 3.909214 0.966330 -0.3 -0.5 -0.3
C 1.360902 -5.265076 1.524411 1.3 -2.7 -1.2
C 2.551156 -5.066324 2.401734 0.8 -0.3 0.6
C 2.346577 -3.706501 3.101971 0.8 -0.4 0.1
C 1.027383 -3.651469 3.752220 -0.9 -0.5 0.4
N -0.023679 -3.783057 4.224781 1.3 0.5 -0.5
H 1.644572 -6.059307 0.776906 -0.7 1.0 0.3
H 1.013693 -4.377584 1.105216 -0.3 1.5 -1.3
H 0.554993 -5.650074 2.077081 -1.1 -0.6 0.8
H 3.526268 -5.154633 1.821388 -1.1 0.7 0.8
H 2.570349 -5.879660 3.151136 0.2 0.4 -0.2
H 2.428352 -2.966849 2.323287 -0.2 0.6 -0.2
H 3.145181 -3.505484 3.810392 -0.1 0.1 0.3
C 5.911632 -4.020314 -2.152432 2.1 0.2 -0.6
C 6.246129 -3.426802 -0.800994 -0.8 -0.9 0.5
C 5.646667 -2.094717 -0.561826 -1.2 1.7 -0.6
C 4.183666 -2.265495 -0.538889 -0.9 -0.7 0.0
N 3.101397 -2.659491 -0.419998 0.7 0.7 -0.2
H 6.214488 -3.370750 -3.029516 -0.1 -0.5 1.1
H 4.852572 -4.145623 -2.221906 -0.6 -0.8 -0.2
H 6.569132 -4.930462 -2.170596 -1.3 0.4 -0.6
H 7.284962 -3.427263 -0.621075 1.4 0.3 0.1
H 5.827737 -4.077227 -0.019183 0.2 -0.2 -0.2
H 5.933488 -1.352871 -1.322691 -0.2 -0.2 0.1
H 5.825527 -1.627351 0.386523 0.7 0.1 0.7
C -5.091026 -0.853166 -2.839587 -1.0 -1.0 0.1
C -5.153847 -2.202216 -2.063535 0.8 0.5 0.9
C -3.954541 -2.294288 -1.010630 -1.1 0.3 -2.0
C -4.053454 -1.120289 -0.209131 0.9 2.7 2.5
N -4.007788 -0.153522 0.448038 -0.3 -1.9 -1.4
H -5.831348 -0.150504 -2.476541 -0.3 0.0 0.0
H -5.175667 -0.910654 -3.921577 -0.2 -0.3 0.0
H -4.178944 -0.396543 -2.627916 1.8 0.9 0.2
H -5.065588 -3.078971 -2.685421 -0.3 -0.2 -0.3
H -6.070972 -2.193261 -1.481597 -0.2 -0.5 -0.1
H -3.029549 -2.237279 -1.581028 0.2 0.0 0.1
H -3.898891 -3.176042 -0.396244 -0.4 -0.3 0.2
C -1.114881 3.500657 -4.874404 -0.4 -1.4 -0.2
C -0.618315 2.063575 -4.615431 -1.4 -0.5 -1.4
C -1.845031 1.073702 -4.573011 0.9 -2.0 -0.4
C -1.408402 -0.251213 -4.011582 -0.2 0.4 0.1
N -1.123124 -1.301209 -3.631777 -0.1 0.4 -0.1
H -1.664980 3.543985 -5.821458 0.2 0.0 0.1
H -0.347666 4.241886 -4.880164 0.6 0.4 0.0
H -1.829816 3.694688 -4.098705 -0.4 0.5 0.4
H -0.130795 1.907810 -3.687108 0.5 0.4 1.1
H 0.102339 1.696460 -5.356677 -0.3 0.2 -0.1
H -2.253030 0.674310 -5.538653 0.3 1.2 0.3
H -2.677911 1.392461 -3.955375 0.0 0.4 0.1
C 2.066318 0.751056 4.122891 0.2 1.2 -0.9
C 1.669201 1.744721 5.183721 0.5 -0.2 1.5
C 1.229934 3.134607 4.636364 0.6 -1.4 0.5
C 2.400721 3.832675 4.082513 -3.2 -1.3 1.1
N 3.286996 4.448146 3.762538 2.5 1.5 -1.1
H 1.252618 0.716243 3.417260 -0.3 -0.5 -0.5
H 2.299179 -0.206998 4.518876 -0.1 -0.9 0.4
H 2.954525 1.072659 3.562483 -0.1 0.1 0.1
H 2.556795 1.828508 5.888934 -1.2 0.3 -0.6
H 0.812864 1.317774 5.766047 0.7 0.4 -0.3
H 0.813900 3.667282 5.480625 0.1 0.6 0.1
H 0.416925 2.975007 3.932596 0.2 0.2 -0.4
C 1.154068 -3.472004 -3.988776 1.2 -0.9 0.6
C 0.139244 -4.597011 -3.824224 1.9 -0.9 1.0
C 0.206240 -5.138427 -2.356164 0.3 -0.4 -1.8
C -0.685039 -4.425537 -1.534827 -0.1 1.0 1.5
N -1.330634 -3.893168 -0.756115 -0.6 0.2 0.3
H 1.074180 -2.596408 -3.347907 -0.7 0.0 -0.2
H 1.241027 -3.229780 -5.028836 0.0 0.6 -0.5
H 2.140772 -3.875590 -3.674076 -0.3 0.0 -0.4
H 0.479090 -5.471408 -4.431369 -0.5 0.8 0.0
H -0.857261 -4.301253 -4.042589 -0.8 0.2 -0.4
H 1.254628 -5.060235 -1.975840 -0.9 -0.5 -0.1
H -0.256736 -6.129628 -2.368521 0.8 -0.4 0.1
C -4.912389 -1.248799 5.597277 0.6 0.9 0.8
C -3.674968 -1.289703 4.681627 0.9 -1.9 1.9
C -3.459807 -2.699270 4.049867 2.4 1.5 -0.1
C -4.309915 -2.930512 2.932050 -3.2 -0.5 -3.7
N -5.041075 -3.028799 2.008151 2.3 0.2 3.0
H -4.956966 -0.198863 6.018643 -0.5 -1.1 -0.6
H -4.886651 -1.913036 6.498974 0.3 0.3 -0.9
H -5.780011 -1.534123 5.002494 -0.3 0.4 0.2
H -2.730459 -1.093727 5.257640 -0.9 0.0 -0.4
H -3.740509 -0.572659 3.915756 -0.2 1.0 -1.0
H -3.509978 -3.458340 4.791739 -0.3 -0.8 0.6
H -2.386336 -2.742501 3.686286 -1.1 -0.1 0.2
C -0.055931 7.500168 -0.568798 -0.8 0.1 0.2
C -0.530867 6.341230 -1.393929 1.4 0.4 -1.1
C -0.222220 4.983789 -0.769849 -0.4 1.7 0.1
C 1.170835 4.616860 -0.958139 0.2 -1.3 0.4
N 2.204910 4.125864 -1.093450 -0.4 0.6 -0.1
H 0.967702 7.340894 -0.307594 0.8 0.4 0.2
H -0.663198 7.581705 0.359755 0.4 0.1 -0.5
H -0.218706 8.370457 -1.200798 0.4 0.5 0.5
H -0.171712 6.453398 -2.467768 -0.1 -0.5 1.3
H -1.562235 6.463321 -1.473745 -2.0 -0.2 -0.2
H -0.872143 4.341883 -1.308488 -0.3 -1.4 -0.2
H -0.534950 5.028516 0.295499 0.5 -0.4 -0.6
C -0.520021 -1.370406 1.057832 1.7 0.5 0.1
C -0.284765 -0.524980 -0.246280 -0.8 -2.7 -0.1
C 0.759909 0.546695 -0.069905 0.7 -0.2 0.7
C 0.240185 1.646801 0.739351 -0.3 0.4 -0.5
N -0.254094 2.476364 1.363219 0.1 0.0 0.1
H 0.433105 -1.741795 1.560034 -1.0 0.4 -0.8
H -1.208199 -2.188136 0.959688 -0.1 -0.5 -0.6
H -1.017865 -0.726122 1.752222 -0.1 0.6 0.8
H -1.294138 -0.182453 -0.439606 0.0 0.7 -0.5
H -0.023856 -1.204864 -1.103291 0.0 0.7 0.8
H 1.252851 0.873296 -1.008682 -0.4 0.1 0.6
H 1.511772 0.089078 0.596718 0.3 0.2 -0.5
C 5.548355 1.690159 -1.934670 -0.1 1.0 -0.4
C 5.261786 2.999092 -1.132696 1.3 -0.4 -1.2
C 4.676370 2.735612 0.245937 0.7 0.7 0.5
C 5.022711 1.517575 0.949120 0.7 -1.3 0.7
N 5.304544 0.610076 1.611916 -0.3 0.7 -0.8
H 6.412150 1.185962 -1.479564 -0.4 -0.2 -0.1
H 5.854857 1.966533 -3.001576 -0.7 -0.6 1.4
H 4.611474 1.072109 -1.872361 1.0 0.2 -0.5
H 4.568649 3.597163 -1.729504 -0.1 0.0 0.4
H 6.209159 3.600290 -1.069879 -0.8 -0.6 0.1
H 3.612599 2.788373 0.230446 -0.9 0.2 -0.1
H 5.031222 3.502275 0.937794 -0.3 0.3 0.0
```
Positions in Å, forces in eV/Å.

Properties
**Energy relative to the best compared isomer or geometry (same formula, charge and spin)**: 67.0 kcal per mole
**LUMO energy**: 0.6 eV
**Highest occupied orbital energy**: -10.58 eV
**Orbital gap**: 11.17 eV